Record 1
{
  "formula": "C26H51Br4FN4O6S",
  "method": "wB97M-V/def2-TZVPD",
  "elements": ["C", "C", "C", "C", "C", "F", "C", "C", "C", "C", "C", "O", "C", "N", "S", "O", "O", "O", "C", "C", "C", "O", "C", "N", "C", "N", "C", "C", "C", "N", "C", "C", "C", "O", "H", "H", "H", "H", "H", "H", "H", "H", "H", "H", "H", "H", "H", "H", "H", "H", "H", "H", "H", "H", "H", "H", "H", "H", "H", "H", "H", "H", "H", "H", "H", "H", "H", "H", "H", "H", "H", "H", "H", "H", "H", "H", "H", "Br", "C", "C", "Br", "H", "H", "H", "H", "Br", "C", "C", "Br", "H", "H", "H", "H"],
  "coordinates": [[-1.261, -3.960, 3.541], [0.079, -3.445, 2.770], [-0.175, -2.779, 1.363], [-0.361, -1.184, 1.250], [-1.783, -0.915, 1.893], [-2.902, -1.587, 1.268], [-2.245, 0.570, 2.187], [-3.116, 0.658, 3.560], [0.718, -0.350, 2.143], [0.529, -0.316, 3.699], [1.849, -0.266, 4.594], [1.456, -0.760, 5.922], [2.361, 1.254, 4.852], [2.039, 2.159, 3.721], [2.399, -0.712, 1.473], [3.495, 0.162, 2.053], [2.861, -2.123, 1.616], [2.269, -0.149, -0.089], [1.258, -0.893, -0.870], [1.611, -0.581, -2.373], [0.951, 0.540, -3.218], [1.906, 1.644, -3.437], [0.712, -0.058, -4.716], [-0.213, 0.771, -5.533], [-0.248, -0.741, -0.347], [-0.935, 0.510, -0.636], [-0.564, 1.699, -0.394], [0.811, 2.470, -0.254], [-1.801, 2.757, -0.292], [-1.200, -1.692, -1.058], [-0.662, -2.801, -1.829], [-2.156, -0.989, -1.923], [-3.687, -0.677, -1.525], [-1.926, -0.653, -3.122], [-1.500, -3.168, 4.337], [-1.073, -4.951, 4.060], [-2.164, -3.975, 2.844], [0.600, -4.452, 2.548], [0.813, -2.937, 3.468], [0.663, -3.179, 0.687], [-1.120, -3.279, 0.938], [-1.787, -1.413, 2.931], [-2.988, 0.859, 1.362], [-1.428, 1.346, 2.278], [-2.561, 1.367, 4.263], [-3.304, -0.366, 4.013], [-4.133, 1.140, 3.365], [0.556, 0.741, 1.810], [-0.093, -1.160, 4.166], [-0.057, 0.632, 3.988], [2.685, -0.947, 4.242], [2.124, -0.415, 6.549], [3.482, 1.204, 5.084], [1.849, 1.598, 5.826], [1.056, 2.472, 3.771], [2.659, 2.983, 3.707], [1.647, -1.969, -0.718], [2.749, -0.395, -2.408], [1.516, -1.570, -2.953], [-0.031, 1.003, -2.938], [1.397, 2.245, -4.028], [1.697, -0.293, -5.229], [0.185, -1.068, -4.555], [0.258, 1.131, -6.369], [-0.668, 1.511, -4.992], [1.646, 2.091, -0.934], [0.724, 3.591, -0.494], [1.258, 2.444, 0.808], [-1.679, 3.404, 0.646], [-1.720, 3.463, -1.184], [-2.801, 2.233, -0.348], [0.202, -3.398, -1.388], [-0.343, -2.591, -2.915], [-1.503, -3.583, -1.951], [-4.282, -1.647, -1.383], [-4.216, -0.061, -2.313], [-3.691, -0.071, -0.552], [5.583, 4.766, -0.766], [5.775, 3.600, 0.785], [4.434, 3.265, 1.387], [3.731, 4.759, 2.428], [6.445, 4.105, 1.480], [6.261, 2.701, 0.406], [4.526, 2.442, 2.097], [3.679, 3.012, 0.644], [-5.261, -1.092, -5.323], [-3.530, -0.657, -6.112], [-3.565, -0.782, -7.613], [-3.499, -2.649, -8.171], [-2.795, -1.307, -5.641], [-3.336, 0.375, -5.816], [-2.682, -0.321, -8.057], [-4.459, -0.348, -8.061]],
  "forces_ev_per_angstrom": [[0.4, 1.7, 0.3], [-0.1, -2.2, 0.3], [0.1, -0.9, -0.8], [0.0, -0.6, 0.0], [-0.6, 0.3, 1.9], [1.6, 0.8, 0.3], [-1.8, 0.0, 0.2], [0.2, 0.6, -0.5], [-1.5, 1.0, -1.3], [0.1, 0.0, 1.9], [0.1, 0.7, 0.9], [0.5, 0.4, -0.7], [-0.2, -0.7, 0.3], [0.1, 0.0, 0.7], [5.8, 0.6, 2.0], [-3.7, -1.4, -1.7], [-2.5, 2.3, -1.2], [-1.3, -0.9, 2.1], [1.1, -1.4, -0.6], [0.9, -0.7, -0.4], [0.4, 0.1, -2.9], [-1.3, -0.1, 0.3], [-1.1, -1.4, 1.4], [1.1, 0.0, -0.1], [-0.2, -0.9, -0.4], [0.9, 0.5, 2.3], [-1.1, 2.8, 0.0], [1.2, 0.0, 0.3], [1.0, -0.1, -0.8], [0.7, 0.5, -0.9], [0.1, -2.7, -1.7], [-2.0, 2.2, -3.6], [0.5, -0.3, 1.2], [0.3, -1.6, 3.7], [0.1, -1.3, -0.9], [-0.4, 1.3, -0.7], [1.3, -0.3, 0.9], [-0.5, 1.7, 0.0], [-1.1, -0.4, -1.0], [-1.1, 1.0, 1.0], [1.3, 1.0, 0.6], [0.4, 0.6, -1.6], [1.5, -0.3, 1.0], [-0.8, -1.1, -0.5], [-0.8, -1.3, -0.6], [0.4, 1.3, -0.4], [1.4, -0.7, 0.2], [0.7, -1.6, 0.3], [1.0, 1.0, -1.1], [0.8, -1.4, -0.7], [-1.1, 0.9, 0.0], [-0.6, -0.4, -0.5], [-1.5, 0.3, -0.7], [0.6, -0.6, -1.3], [0.9, 0.0, 0.2], [-0.7, -0.6, 0.1], [-1.2, 1.4, -0.3], [-1.7, -0.1, 0.2], [-0.1, 1.5, 0.9], [0.9, -0.9, 0.3], [0.8, -0.4, 0.5], [-1.1, 0.7, 0.6], [0.8, 1.3, -0.2], [-0.4, 0.1, 0.7], [0.3, -0.4, -0.4], [-1.4, 0.2, 0.8], [-0.4, -1.7, 0.3], [-0.8, -0.1, -1.4], [-0.2, -1.1, -1.2], [-0.1, -0.8, 1.1], [1.3, 0.6, 0.2], [-1.2, 1.2, -0.1], [-0.5, 0.2, 1.6], [1.2, 1.1, 0.3], [1.0, 1.3, 0.0], [1.1, -0.9, 0.6], [-0.1, -1.2, -1.3], [0.0, 0.0, 0.1], [0.0, 0.0, -0.3], [0.1, -0.2, 0.3], [0.1, 0.2, -0.2], [-0.2, -0.1, 0.0], [-0.1, 0.0, 0.1], [-0.1, 0.0, -0.2], [0.2, 0.0, 0.1], [0.1, -0.1, 0.0], [-0.1, 0.2, 0.1], [0.2, -0.1, -0.1], [-0.1, 0.1, 0.0], [-0.1, 0.1, -0.1], [0.0, -0.1, -0.1], [0.0, 0.0, 0.1], [0.1, -0.1, 0.1]],
  "lowdin_charge": [-0.10, -0.22, -0.15, -0.20, -0.23, -0.04, -0.17, -0.08, -0.22, -0.11, -0.32, -0.09, -0.20, -0.02, 0.79, -0.33, -0.29, -0.24, -0.21, -0.06, -0.32, -0.09, -0.22, 0.00, -0.25, 0.13, -0.30, -0.03, -0.04, -0.05, -0.10, -0.35, -0.01, 0.01, 0.06, 0.07, 0.08, 0.12, 0.10, 0.10, 0.13, 0.12, 0.09, 0.10, 0.07, 0.08, 0.08, 0.10, 0.12, 0.12, 0.14, 0.09, 0.13, 0.12, 0.08, -0.04, 0.14, 0.16, 0.12, 0.12, 0.09, 0.13, 0.09, 0.07, 0.07, 0.08, 0.10, 0.08, 0.09, 0.08, 0.06, 0.10, 0.08, 0.12, 0.10, 0.06, 0.05, 0.60, -0.68, -0.68, 0.66, 0.05, 0.06, 0.04, 0.04, 0.60, -0.71, -0.70, 0.59, 0.04, 0.05, 0.05, 0.05],
  "gap_ev": 9.447,
  "energy_ha": -12485.6070,
  "e_homo_ev": -9.21,
  "max_force_ev_per_a": 6.1,
  "smiles": "CCC[C@@]1([C@H](F)CC)[C@@H](C[C@H](O)CN)S(=O)(=O)O[C@H](C[C@@H](O)CN)[C@@]1(N=C(C)C)N(C)C(C)=O.BrCCBr.BrCCBr"
}


Record 2
{
  "formula": "C2H4INS",
  "method": "wB97M-V/def2-TZVPD",
  "elements": ["C", "C", "N", "S", "I", "H", "H", "H", "H"],
  "coordinates": [[0.084, 0.008, -0.764], [-0.681, 0.956, 0.105], [0.740, -0.967, -0.093], [0.152, 0.213, -2.370], [0.857, -1.983, 2.750], [0.064, 1.185, 0.817], [-1.380, 0.393, 0.762], [-1.109, 1.759, -0.586], [1.274, -1.564, -0.623]],
  "forces_ev_per_angstrom": [[1.4, -3.2, 4.7], [-1.1, -0.4, -1.3], [-3.0, 3.9, 0.0], [0.2, 0.1, -2.6], [0.0, 0.2, -0.3], [0.8, 1.5, 0.7], [-0.2, 0.4, -1.0], [0.4, -0.7, 1.8], [1.5, -1.8, -1.8]],
  "lowdin_charge": [-1.00, -0.11, -0.03, 0.88, 0.04, 0.06, 0.09, 0.09, -0.02],
  "gap_ev": [6.305, 7.051],
  "energy_ha": -829.1423,
  "e_homo_ev": [-9.44, -9.22],
  "relative_energy_kj_mol": 211.65,
  "max_force_ev_per_a": 5.8
}


Record 3
{
  "formula": "C4H12",
  "method": "wB97M-V/def2-TZVPD",
  "elements": ["C", "C", "H", "H", "H", "H", "H", "H", "C", "C", "H", "H", "H", "H", "H", "H"],
  "coordinates": [[1.798, 0.773, 0.063], [1.480, 0.370, 1.567], [2.171, 0.087, -0.717], [0.797, 1.216, -0.303], [2.568, 1.510, -0.025], [0.611, -0.236, 1.641], [2.342, -0.191, 2.017], [1.305, 1.259, 2.180], [-1.942, -0.309, -1.468], [-1.384, -0.768, -0.130], [-1.527, -1.102, -2.098], [-3.062, -0.258, -1.483], [-1.506, 0.540, -1.954], [-1.686, -1.881, 0.155], [-1.698, -0.101, 0.697], [-0.266, -0.909, -0.142]],
  "forces_ev_per_angstrom": [[-2.3, 0.5, 0.2], [2.4, -0.1, -1.0], [-0.7, -0.7, 0.9], [1.7, -0.5, 0.1], [0.3, 1.0, 0.5], [-0.6, -0.6, 0.0], [-0.8, 0.5, -0.3], [0.1, 0.0, -0.3], [-0.2, -1.8, -0.2], [0.4, -1.6, 1.4], [-0.9, -0.1, -0.6], [1.1, -0.1, -0.2], [0.2, 1.0, 0.5], [0.0, 2.3, -0.7], [0.4, -0.5, -0.2], [-1.1, 0.7, -0.1]],
  "lowdin_charge": [-0.17, -0.15, 0.06, 0.08, 0.03, 0.01, 0.07, 0.06, -0.18, -0.21, 0.06, 0.08, 0.05, 0.11, 0.06, 0.04],
  "gap_ev": 12.383,
  "energy_ha": -159.5530,
  "e_homo_ev": -11.24,
  "relative_energy_kj_mol": 83.97,
  "max_force_ev_per_a": 2.6,
  "smiles": "CC.CC"
}


Record 4
{
  "formula": "C28H20ClIKN5O2",
  "method": "wB97M-V/def2-TZVPD",
  "elements": ["K", "O", "C", "N", "C", "C", "C", "C", "C", "C", "N", "C", "C", "C", "C", "C", "N", "H", "H", "H", "H", "H", "H", "H", "H", "H", "H", "Cl", "C", "C", "C", "C", "O", "C", "C", "N", "C", "C", "C", "C", "C", "C", "C", "C", "N", "C", "C", "H", "H", "H", "H", "H", "H", "H", "H", "H", "H", "I"],
  "coordinates": [[-0.235, 1.493, 0.654], [-2.170, -1.340, 4.174], [-1.936, -0.557, 3.214], [-0.906, 0.223, 3.016], [0.104, 0.143, 4.046], [1.414, 0.587, 3.450], [2.047, 1.766, 3.823], [3.199, 2.162, 3.158], [3.684, 1.369, 2.136], [2.990, 0.204, 1.835], [1.899, -0.190, 2.473], [-2.970, -0.540, 2.090], [-4.149, -1.259, 2.269], [-5.073, -1.309, 1.241], [-4.793, -0.640, 0.059], [-3.596, 0.058, -0.027], [-2.706, 0.111, 0.955], [0.214, -0.878, 4.441], [-0.137, 0.784, 4.908], [1.609, 2.381, 4.599], [3.685, 3.096, 3.416], [4.543, 1.655, 1.545], [3.321, -0.430, 1.019], [-4.286, -1.767, 3.214], [-5.997, -1.865, 1.358], [-5.477, -0.644, -0.780], [-3.340, 0.609, -0.927], [5.505, 2.701, -5.133], [4.404, 2.476, -3.779], [4.549, 3.268, -2.636], [3.714, 3.100, -1.564], [2.659, 2.115, -1.548], [1.936, 1.922, -0.547], [2.520, 1.353, -2.777], [1.498, 0.344, -2.930], [0.511, 0.167, -2.142], [-0.403, -0.847, -2.411], [-1.057, -1.002, -3.609], [-2.062, -1.985, -3.758], [-2.418, -2.791, -2.716], [-1.769, -2.654, -1.461], [-2.125, -3.408, -0.315], [-1.470, -3.190, 0.860], [-0.441, -2.216, 0.895], [-0.091, -1.505, -0.141], [-0.746, -1.700, -1.311], [3.407, 1.534, -3.841], [5.330, 4.020, -2.608], [3.816, 3.716, -0.679], [1.629, -0.317, -3.803], [-0.834, -0.329, -4.427], [-2.567, -2.075, -4.713], [-3.209, -3.525, -2.821], [-2.934, -4.128, -0.388], [-1.732, -3.705, 1.774], [0.081, -2.003, 1.820], [3.295, 0.924, -4.732], [-1.936, 4.521, 0.085]],
  "forces_ev_per_angstrom": [[-0.1, 0.0, -0.2], [0.0, -0.1, 0.1], [0.0, 0.0, 0.0], [-0.1, 0.0, 0.1], [0.1, 0.0, 0.1], [0.0, 0.0, 0.0], [0.0, 0.0, 0.0], [0.0, 0.0, 0.0], [0.0, 0.0, 0.0], [0.1, 0.0, -0.1], [0.0, -0.1, 0.0], [0.0, 0.0, 0.1], [0.0, 0.0, 0.0], [0.0, 0.0, 0.1], [0.0, 0.1, -0.1], [-0.1, 0.0, 0.0], [0.0, 0.0, 0.1], [0.0, 0.0, 0.0], [0.0, 0.0, 0.0], [0.0, 0.0, 0.0], [0.0, 0.0, 0.0], [0.0, 0.0, 0.0], [0.0, 0.0, 0.0], [0.0, 0.0, 0.0], [0.0, 0.0, 0.0], [0.0, 0.0, 0.0], [0.0, 0.0, 0.0], [0.0, 0.0, -0.1], [-0.1, -0.1, -0.1], [0.0, 0.1, 0.1], [0.0, 0.0, 0.0], [-0.2, -0.2, -0.1], [0.4, 0.3, 0.0], [0.0, 0.0, 0.1], [0.0, 0.1, 0.0], [-0.1, -0.2, -0.2], [0.1, 0.2, 0.1], [-0.1, -0.1, 0.0], [0.0, 0.0, 0.0], [0.0, 0.0, 0.1], [-0.1, -0.1, -0.1], [0.0, 0.0, 0.0], [0.0, 0.0, 0.0], [0.0, -0.1, 0.0], [0.1, 0.0, 0.1], [-0.1, 0.1, 0.0], [0.1, 0.1, 0.0], [0.0, 0.0, 0.0], [0.0, 0.0, 0.0], [0.0, 0.0, 0.0], [0.0, 0.0, 0.0], [0.0, 0.0, 0.0], [0.0, 0.0, 0.0], [0.0, 0.0, 0.0], [0.0, 0.0, 0.0], [0.1, 0.0, 0.0], [0.0, 0.0, 0.0], [-0.1, 0.1, 0.0]],
  "lowdin_charge": [0.45, -0.08, -0.57, -0.01, -0.21, -0.30, -0.03, -0.08, -0.08, -0.15, 0.12, -0.20, -0.03, -0.09, -0.08, -0.14, 0.09, 0.11, 0.11, 0.10, 0.10, 0.10, 0.11, 0.10, 0.09, 0.09, 0.11, 0.54, -0.70, -0.15, -0.02, -0.40, -0.17, -0.14, -0.10, 0.11, -0.22, -0.03, -0.10, -0.07, -0.17, -0.03, -0.05, -0.13, 0.13, -0.17, -0.11, 0.09, 0.10, 0.12, 0.10, 0.09, 0.10, 0.11, 0.11, 0.09, 0.10, -0.65],
  "gap_ev": 6.005,
  "total_charge": -2,
  "energy_ha": -2861.2792,
  "e_homo_ev": -1.84,
  "relative_energy_kj_mol": 0.00,
  "max_force_ev_per_a": 0.6
}


Record 5
{
  "formula": "C8H10ClN3O2",
  "method": "wB97M-V/def2-TZVPD",
  "elements": ["C", "C", "C", "C", "C", "C", "C", "C", "N", "N", "N", "O", "O", "Cl", "H", "H", "H", "H", "H", "H", "H", "H", "H", "H"],
  "coordinates": [[-2.243, -0.690, 0.450], [-2.085, 0.346, -0.396], [-1.427, -0.828, 1.592], [1.330, -0.146, 0.046], [0.999, -1.181, -0.639], [-0.962, 1.352, -0.185], [-0.018, 0.897, 0.987], [2.100, -2.191, -1.167], [-0.364, -0.115, 1.843], [0.543, 2.120, 1.592], [-0.191, 1.723, -1.409], [0.409, 2.796, -1.349], [-0.258, 1.041, -2.403], [-1.650, -2.156, 2.701], [-3.005, -1.377, 0.256], [-2.810, 0.348, -1.185], [2.390, 0.020, 0.210], [-0.002, -1.455, -0.724], [-1.550, 2.311, 0.159], [1.814, -2.890, -0.418], [1.837, -2.615, -2.111], [3.048, -1.804, -1.004], [1.143, 1.828, 2.376], [0.952, 2.663, 0.777]],
  "forces_ev_per_angstrom": [[-0.1, 1.7, -1.2], [1.0, -1.3, 0.5], [3.8, 0.7, 2.0], [-1.0, 2.8, 2.3], [2.1, -1.3, -1.6], [-2.7, 0.6, 1.9], [3.6, 0.7, -3.5], [-4.1, 1.1, 1.3], [-2.9, -1.2, 0.8], [-0.5, -1.5, -1.2], [-0.2, 1.2, -0.6], [-0.1, -0.9, 0.3], [-0.2, -0.2, 0.3], [-0.4, 0.1, -0.4], [-1.1, -1.0, 0.0], [0.1, 0.7, -0.6], [-0.1, 0.8, 0.4], [-1.5, -0.7, -0.5], [1.6, -1.3, -0.8], [0.8, -1.6, 0.5], [0.3, 0.0, -0.8], [1.8, 0.5, -0.1], [0.1, 0.6, -0.9], [-0.1, -0.7, 1.9]],
  "lowdin_charge": [-0.10, 0.01, -0.71, 0.02, -0.18, -0.15, -0.40, -0.03, 0.08, 0.08, -0.36, 0.06, 0.10, 0.68, 0.09, 0.12, 0.09, 0.08, 0.19, 0.06, 0.06, 0.05, 0.09, 0.09],
  "gap_ev": [7.993, 7.993],
  "energy_ha": -1085.5550,
  "e_homo_ev": [-8.66, -8.66],
  "relative_energy_kj_mol": 368.48,
  "max_force_ev_per_a": 5.1
}


Record 6
{
  "formula": "C8H12IrO5",
  "method": "wB97M-V/def2-TZVPD",
  "elements": ["Ir", "C", "O", "C", "O", "C", "O", "C", "O", "H", "H", "C", "C", "O", "C", "C", "H", "H", "H", "H", "H", "H", "H", "H", "H", "H"],
  "coordinates": [[1.929, -0.343, -1.558], [0.556, -0.794, -2.833], [-0.280, -1.128, -3.571], [3.525, -0.485, -2.674], [4.416, -0.756, -3.391], [1.768, -1.639, -0.149], [1.432, -2.357, 0.717], [1.529, 1.515, -1.240], [1.207, 2.627, -1.083], [2.910, 0.226, 0.832], [3.239, 0.214, 0.133], [-2.176, -1.876, 0.157], [-2.075, -0.423, 0.534], [-0.689, -0.051, 0.588], [-0.431, 0.892, 1.643], [-1.147, 2.215, 1.518], [-1.606, -2.075, -0.744], [-3.217, -2.182, 0.060], [-1.752, -2.520, 0.940], [-2.591, 0.250, -0.184], [-2.559, -0.311, 1.510], [-0.747, 0.423, 2.597], [0.670, 0.981, 1.628], [-2.203, 2.139, 1.775], [-0.686, 2.843, 2.281], [-1.023, 2.615, 0.515]],
  "forces_ev_per_angstrom": [[0.4, 0.0, -0.6], [-5.9, -2.6, -5.5], [4.1, 1.7, 3.6], [7.0, -2.1, -5.1], [-5.2, 1.8, 4.2], [-2.4, -5.5, 6.4], [2.1, 3.7, -4.7], [-2.0, 8.0, 1.5], [1.7, -5.6, -0.9], [0.5, 0.2, -0.1], [0.3, 0.2, 0.8], [0.5, -0.6, -0.1], [-0.5, -1.1, 0.5], [-1.6, 1.0, 0.8], [1.9, -1.1, 0.2], [-0.8, 0.4, 0.0], [-0.3, -0.2, -0.4], [0.0, 0.2, -0.3], [-0.1, 0.3, 0.0], [0.3, 0.0, -0.1], [0.2, 0.7, 0.0], [0.0, -0.1, -0.2], [-0.5, 0.2, 0.2], [0.0, 0.0, -0.1], [0.1, 0.2, -0.1], [0.0, 0.3, 0.0]],
  "lowdin_charge": [1.32, -0.15, 0.28, -0.10, 0.29, -0.20, 0.26, -0.18, 0.27, 0.14, 0.06, -0.01, -0.16, -0.01, -0.17, 0.02, 0.08, 0.13, 0.11, 0.20, 0.16, 0.19, 0.12, 0.11, 0.13, 0.09],
  "gap_ev": [10.084, 6.068],
  "total_charge": 3,
  "energy_ha": -791.0849,
  "e_homo_ev": [-22.46, -23.11],
  "max_force_ev_per_a": 9.0,
  "multiplicity": 5
}